# 1
108
Properties=species:S:1:pos:R:3:lowdin_charge:R:1 method="wB97M-V/def2-TZVPD" e_lumo_ev=-3.213 orbital_gap_ev=6.711 fmax_ev_per_a=1.0 e_above_lowest_kcal_mol=56.4 e_tot_ev=-126111.265 total_charge=+1 homo_energy_ha=-0.365
Sn 0.01296 -1.01426 0.35003 1.1042
N 0.10985 -7.96636 -4.84524 0.1274
C -0.19007 -6.66112 -4.59381 -0.3102
C -1.30448 -6.31901 -3.81516 -0.0093
C -1.60089 -4.99895 -3.55316 -0.0688
C -0.77079 -3.97028 -4.00333 -0.3447
C 0.29943 -4.30982 -4.82979 -0.0588
C 0.60173 -5.62768 -5.10779 -0.0164
S 0.60105 -4.34069 -0.97940 0.6096
O 1.58460 -5.32766 -0.67836 -0.2919
O -0.74134 -4.44903 -0.47574 -0.3407
N 1.08379 -2.84635 -0.52311 -0.1452
C 1.82491 -2.01626 -1.23983 -0.4834
N 2.46540 -2.40641 -2.42329 0.1862
C 3.12701 -1.49980 -3.03708 -0.0270
C 3.34702 -0.09544 -2.58083 -0.1439
C 2.36139 0.30840 -1.47339 -0.2070
N 1.78366 -0.78788 -0.75586 0.0181
H -0.43412 -8.70592 -4.44350 0.1027
H 0.92443 -8.21608 -5.37262 0.1019
H -1.93760 -7.10113 -3.41528 0.1200
H -2.45178 -4.77758 -2.91882 0.1131
H 0.94731 -3.53156 -5.21794 0.1156
H 1.46097 -5.86568 -5.72224 0.1152
H 3.58978 -1.79880 -3.97789 0.1363
H 4.41438 0.02875 -2.37696 0.1616
H 2.78612 1.03349 -0.78038 0.1680
C -1.38296 6.28566 1.66015 -0.0382
C -0.97464 4.85289 1.45716 -0.2439
C -0.80435 3.98724 2.52907 0.0284
C -0.43893 2.66023 2.34398 -0.0868
C -0.32747 1.76231 3.54400 -0.2926
O -1.31947 1.50138 4.19103 0.1129
C 1.02086 1.27772 3.96131 -0.1452
C 2.17948 1.69946 3.31380 -0.0128
C 3.42174 1.31437 3.79377 -0.0681
C 3.51003 0.50706 4.91983 -0.0789
C 2.35690 0.07555 5.56280 -0.0693
C 1.11510 0.46068 5.08574 -0.0164
C -0.23946 2.16143 1.05856 -0.2749
O 0.15624 0.87720 0.91475 -0.2078
C -0.44878 3.00982 -0.03070 -0.1113
C -0.79985 4.33614 0.17801 0.0165
C -0.38419 2.38943 -1.38301 -0.2073
N -1.39396 1.85896 -1.94237 0.1363
C -2.70942 2.03153 -1.30413 -0.2861
C -3.00732 0.99536 -0.22307 -0.5481
Te -5.04852 1.01861 0.42630 1.2906
C -4.84339 2.85525 1.43854 -0.5629
C -5.35363 4.02935 0.89125 -0.1464
C -5.23258 5.22515 1.58603 -0.0880
C -4.60123 5.25083 2.82244 -0.0913
C -4.08405 4.08213 3.36179 -0.0840
C -4.20609 2.88223 2.67456 -0.1415
C 0.95100 2.33597 -2.04380 -0.1078
C 1.47578 1.02264 -2.52627 -0.1288
C 2.70342 1.00648 -3.48652 -0.1662
C 3.47635 2.28994 -3.44694 -0.0475
C 3.03618 3.36749 -2.79835 -0.0514
C 1.74289 3.40909 -2.10680 0.0004
H -1.34578 6.55819 2.71396 0.0816
H -2.40365 6.44857 1.30985 0.0723
H -0.72920 6.96470 1.11127 0.0833
H -0.96229 4.34664 3.53927 0.1319
H 2.10695 2.34500 2.44723 0.1193
H 4.32231 1.65576 3.29946 0.1071
H 4.48057 0.21538 5.30041 0.1104
H 2.43010 -0.54964 6.44314 0.1116
H 0.20330 0.16136 5.58695 0.1208
H -0.97046 4.97484 -0.68320 0.1370
H -3.45711 1.96838 -2.09594 0.0891
H -2.81388 3.02202 -0.85566 0.1046
H -2.40738 1.15873 0.66917 0.0268
H -2.82269 -0.02152 -0.56547 -0.0197
H -5.85098 4.00920 -0.07006 0.0908
H -5.63927 6.13512 1.16338 0.1068
H -4.51763 6.18294 3.36689 0.1088
H -3.59139 4.09177 4.32579 0.1107
H -3.79986 1.97746 3.10907 0.0898
H 0.67532 0.36208 -2.85976 0.1336
H 2.51590 0.70309 -4.52041 0.1484
H 4.41562 2.32325 -3.98747 0.1157
H 3.63196 4.27129 -2.80439 0.1088
H 1.42933 4.34857 -1.66834 0.1155
S -1.81571 -1.77897 1.78538 0.7266
C -0.40614 -2.16308 2.73270 -1.0448
N 0.75592 -1.79545 2.24402 -0.0866
C 1.82971 -2.24758 2.99603 -0.2876
C 3.17671 -2.07593 2.70356 -0.0076
C 4.10034 -2.62419 3.56995 -0.0676
C 3.69578 -3.32276 4.71194 -0.0673
C 2.35673 -3.49717 5.00725 -0.0725
C 1.42567 -2.95689 4.12897 -0.4440
S -0.31861 -3.04278 4.19812 1.1263
H 3.47651 -1.52550 1.82146 0.1171
H 5.15649 -2.51113 3.36511 0.1126
H 4.44269 -3.74225 5.37209 0.1120
H 2.04637 -4.04674 5.88551 0.1175
C -2.94333 -0.64133 -3.19687 -0.2200
S -1.99637 -1.94658 -2.42334 1.0202
C -1.21906 -2.53207 -3.96315 -0.2607
O -0.83677 -1.23847 -1.67575 -0.6193
H -3.59919 -1.12434 -3.92042 0.0751
H -2.26835 0.07630 -3.66109 0.0738
H -3.54984 -0.15118 -2.44479 0.0246
H -1.97077 -2.35322 -4.73361 0.1046
H 0.51928 -4.14175 -2.29042 0.0459
H -0.39823 -1.82654 -4.11995 0.1028

=====

# 2
7
Properties=species:S:1:pos:R:3:lowdin_charge:R:1 method="wB97M-V/def2-TZVPD" e_lumo_ev=0.536 orbital_gap_ev=10.356 smiles="C1=NO1.C#N" fmax_ev_per_a=3.0 e_above_lowest_kcal_mol=108.0 e_tot_ev=-7129.162 total_charge=0 homo_energy_ha=-0.361
C -0.77072 -0.20514 1.09596 -0.3167
N -0.30902 -1.40830 1.03454 0.1910
O -1.90379 -0.88986 0.99808 -0.0477
H -0.69274 0.86777 1.32762 0.1289
C 1.21657 0.54754 -1.51592 -0.0778
N 1.27250 1.31025 -0.68339 0.0612
H 1.18721 -0.22226 -2.25690 0.0611

=====

# 3
54
Properties=species:S:1:pos:R:3:lowdin_charge:R:1 method="wB97M-V/def2-TZVPD" e_lumo_ev=-1.971 orbital_gap_ev=4.942 smiles="O=[N+]([O-])c1cc([N+](=O)[O-])c2nnnn2c1.CCN1CCN2CCN(CC)c3cncc1c32" fmax_ev_per_a=3.2 e_above_lowest_kcal_mol=0.0 e_tot_ev=-42105.668 total_charge=0 homo_energy_ha=-0.254
O 0.73156 3.37670 3.88315 0.0874
N 0.23862 2.23323 3.86379 -0.3080
O 0.92186 1.18468 3.92739 0.0573
C -1.18852 2.04963 3.78389 -0.1074
C -2.10245 3.12534 3.81523 0.1133
C -3.47173 2.89310 3.80781 -0.0456
N -4.41086 4.00511 3.81925 -0.3076
O -5.63651 3.80259 3.82285 0.0965
O -3.90322 5.15401 3.82405 0.0549
C -3.94899 1.53408 3.77362 -0.1867
N -5.15703 0.93240 3.76795 0.0802
N -4.91410 -0.40388 3.72254 -0.0029
N -3.63041 -0.67307 3.69891 0.0600
N -2.98492 0.52985 3.73252 -0.0289
C -1.62835 0.73497 3.72124 0.1122
H -1.72615 4.14148 3.85468 0.1377
H -0.98276 -0.13495 3.69058 0.1486
C 3.97926 -3.04542 1.10472 -0.0794
C 2.64059 -3.50991 0.55573 -0.2216
N 2.23686 -2.79780 -0.66388 -0.1069
C 2.24576 -3.57561 -1.88067 -0.1472
C 2.31544 -2.70601 -3.11578 -0.1369
N 1.44335 -1.56236 -3.00934 -0.0898
C 0.83380 -1.08247 -4.22525 -0.1364
C 0.64920 0.41810 -4.19868 -0.1479
N 0.15085 0.88195 -2.92607 -0.1072
C -0.46657 2.21473 -2.92230 -0.2207
C -1.95929 2.18120 -2.64502 -0.0816
C 0.47345 0.25571 -1.76392 -0.1414
C 0.18196 0.80302 -0.47981 -0.1157
N 0.60801 0.19252 0.61331 0.0101
C 1.34919 -0.90562 0.61745 -0.1102
C 1.63758 -1.57866 -0.60617 -0.1400
C 1.19167 -0.97137 -1.81410 -0.0881
H 4.19415 -3.60382 2.01962 0.0742
H 4.78891 -3.23952 0.39207 0.0754
H 3.97292 -1.97745 1.34414 0.0707
H 2.69549 -4.56767 0.27774 0.1139
H 1.85632 -3.38427 1.31279 0.1110
H 3.11952 -4.23540 -1.83821 0.1238
H 1.35133 -4.22352 -1.93445 0.1318
H 3.35934 -2.37749 -3.26328 0.1314
H 2.01821 -3.27776 -3.99975 0.1235
H 1.47502 -1.37252 -5.06243 0.1237
H -0.15086 -1.56000 -4.37284 0.1320
H 1.60434 0.91545 -4.44844 0.1316
H -0.07890 0.71784 -4.96091 0.1240
H 0.04130 2.83615 -2.17301 0.1144
H -0.27439 2.63421 -3.91516 0.1142
H -2.33468 3.20798 -2.63688 0.0752
H -2.49408 1.63196 -3.42809 0.0770
H -2.18411 1.72169 -1.67777 0.0644
H -0.37815 1.73653 -0.36818 0.0918
H 1.70113 -1.27964 1.58337 0.0959

=====

# 4
54
Properties=species:S:1:pos:R:3:lowdin_charge:R:1 method="wB97M-V/def2-TZVPD" e_lumo_ev="0.498 / -0.334" orbital_gap_ev="6.284 / 5.874" s2=3.775 fmax_ev_per_a=3.5 multiplicity=4 e_tot_ev=-56682.130 total_charge=0 homo_energy_ha="-0.213 / -0.228"
C 0.37782 3.46003 -2.76098 -0.0968
C -0.89199 3.10876 -2.28321 -0.0490
C -1.06910 1.90569 -1.58509 -0.2802
C 0.03482 1.11657 -1.26335 -0.2036
C 1.30645 1.46771 -1.72206 -0.2995
C 1.47851 2.64314 -2.47363 -0.0588
C -2.46600 1.45113 -1.26748 -0.1362
C -2.52244 -0.00464 -0.78765 -0.1901
N -1.61695 -0.93985 -1.50145 -0.3858
V -0.17031 -0.67838 -0.20647 0.4364
C 2.46112 0.54673 -1.39093 -0.2574
P 1.92230 -1.22321 -1.17487 0.7496
H -1.77261 3.71824 -2.48045 0.1068
H 2.48155 2.86827 -2.84725 0.1027
H 0.49585 4.33915 -3.39428 0.0918
H 2.97850 0.85923 -0.45908 0.1019
H 3.22895 0.58266 -2.17933 0.0834
H -2.90114 2.06455 -0.45729 0.1324
H -3.12267 1.60838 -2.14156 0.1155
H -2.24454 -0.05201 0.27673 0.0906
C 2.88206 -1.80798 0.23551 -0.2335
C 2.54441 -2.00289 -2.69031 -0.2279
H -3.53987 -0.39396 -0.89045 0.1273
C -1.38241 -0.62153 -2.94270 -0.0310
C -2.08631 -2.34633 -1.37739 -0.0840
H -0.06880 1.94361 1.13094 0.0865
H -1.72926 -1.46596 -3.55379 0.0843
H -1.98352 0.24989 -3.22477 0.0954
H -0.31368 -0.47296 -3.16714 0.0879
H -2.72846 -2.56375 -2.24039 0.0852
H -1.21857 -3.03394 -1.38491 0.0715
H -2.68539 -2.49967 -0.47249 0.0942
H 3.63957 -2.02829 -2.72214 0.0554
H 2.17206 -3.02975 -2.74171 0.0447
H 2.16320 -1.47359 -3.57104 0.0542
H 3.94195 -1.88000 -0.03247 0.0535
H 2.75308 -1.12930 1.08807 0.0454
H 2.49967 -2.79027 0.52916 0.0496
H 0.65926 -2.10833 -1.15944 -0.0117
C 1.00288 0.70302 3.97383 -0.0708
C -0.25242 -0.05556 3.51266 -0.6460
C -0.24260 -1.44920 4.11561 -0.0855
C -1.49108 0.70732 4.02941 -0.0648
C -0.22870 -0.09088 1.98952 -0.1591
C -0.11439 0.84576 1.07421 -0.1740
H 0.99554 0.83400 5.06291 0.0794
H 1.07492 1.70306 3.52449 0.0808
H 1.90116 0.12826 3.71664 0.0751
H -0.33759 -1.37373 5.20141 0.0772
H -1.06770 -2.04301 3.72562 0.0741
H 0.69902 -1.94208 3.88252 0.0719
H -1.49963 1.76137 3.70820 0.0823
H -2.42447 0.23133 3.69355 0.0794
H -1.50266 0.71080 5.13376 0.0795

=====

# 5
8
Properties=species:S:1:pos:R:3:lowdin_charge:R:1 method="wB97M-V/def2-TZVPD" e_lumo_ev="-1.277 / -1.278" orbital_gap_ev="7.503 / 7.502" fmax_ev_per_a=4.4 e_above_lowest_kcal_mol=57.2 e_tot_ev=-37785.048 total_charge=0 homo_energy_ha="-0.323 / -0.323"
C -0.14308 0.97144 -0.88547 -0.3802
C 0.84153 0.80544 -0.05970 -0.0263
N -0.55435 -1.62719 -0.50619 -0.9428
S -1.34938 -0.47978 -1.27681 0.8158
S 0.34260 -1.56744 0.74230 0.5946
Cl -0.12646 -0.52291 2.69282 -0.0590
H -0.54969 1.75592 -1.39186 0.0174
H 1.53883 0.66452 0.68490 -0.0194